(1)
DFT (ωB97M-V/def2-TZVPD) results for C26H28GeN5O7Ti as an isolated structure.

The geometry in XYZ format:
```
68
Properties=species:S:1:pos:R:3:forces:R:3:mulliken_charge:R:1
Ti -1.023 1.047 -0.260 -0.09 -0.42 -0.32 -0.536
O -3.276 -1.374 1.724 0.25 0.11 -0.02 -0.751
C -3.311 -0.685 0.718 -0.08 0.07 -0.27 0.101
O -2.693 0.465 0.607 -0.43 -0.13 -0.11 -0.464
C -4.149 -1.124 -0.487 0.12 0.02 0.14 -0.178
C -5.412 -0.245 -0.627 -0.06 0.05 -0.03 -0.005
C -6.435 -0.971 -1.510 -0.01 -0.01 -0.03 -0.888
C -5.799 -0.788 -2.913 -0.03 -0.01 0.02 -0.904
C -4.543 0.021 -2.562 0.02 0.03 -0.02 -0.190
O -4.972 0.822 -1.463 -0.04 0.02 0.01 -0.554
C -3.516 -0.913 -1.909 0.17 -0.21 0.12 0.220
C -2.143 -0.320 -1.770 -0.09 0.37 -0.31 0.367
O -1.210 -0.944 -1.199 -0.23 0.04 0.34 -0.608
O -1.943 0.919 -2.040 -0.05 -0.18 -0.19 -0.551
H -4.405 -2.168 -0.323 -0.01 -0.01 0.04 0.528
H -5.795 0.150 0.310 0.00 0.01 0.01 0.585
H -7.402 -0.474 -1.448 0.00 0.00 0.00 0.344
H -6.567 -2.014 -1.225 0.00 0.00 0.00 0.352
H -6.446 -0.212 -3.570 -0.01 -0.01 0.00 0.354
H -5.564 -1.731 -3.405 0.00 0.00 -0.01 0.339
H -4.144 0.658 -3.345 0.01 0.00 -0.01 0.694
H -3.427 -1.877 -2.409 0.05 0.02 -0.05 0.667
N -0.411 -0.221 1.630 0.26 0.02 0.15 -0.551
N -0.066 0.641 2.700 -0.02 -0.16 0.00 -0.034
C -0.152 1.964 2.452 0.05 0.08 -0.11 0.592
N 0.103 2.871 3.399 0.06 0.04 0.07 -0.385
N -0.523 2.232 1.234 0.11 0.11 0.54 0.373
N -0.510 3.431 0.542 0.12 0.00 0.02 0.323
O -0.784 4.528 1.053 -0.04 -0.10 0.06 -0.700
O -1.038 2.986 -0.643 0.03 0.00 -0.17 -0.437
H -1.277 -0.715 1.861 -0.04 -0.01 0.04 0.468
H 0.350 -0.885 1.501 0.03 0.01 0.02 0.060
H -0.082 0.275 3.638 -0.01 0.04 0.04 0.196
H 0.737 2.625 4.141 0.00 0.03 0.01 0.249
H 0.052 3.839 3.110 -0.01 -0.02 -0.02 0.245
C 2.105 2.550 -1.689 0.05 -0.03 -0.03 -1.698
Ge 1.577 0.855 -0.833 -0.26 0.24 0.12 1.996
C 2.384 -0.532 -1.963 0.10 -0.05 0.03 -0.152
C 3.777 -0.641 -1.964 0.01 -0.03 -0.03 -0.254
C 4.423 -1.578 -2.757 -0.03 -0.01 -0.02 -0.734
C 3.680 -2.427 -3.568 0.00 0.02 0.02 -0.416
C 2.297 -2.330 -3.580 0.03 -0.02 -0.01 -0.701
C 1.655 -1.390 -2.782 -0.04 0.01 -0.01 0.209
C 2.563 0.840 0.899 0.14 -0.05 -0.07 0.170
C 2.936 2.052 1.427 -0.04 0.03 -0.06 -0.268
C 3.498 2.171 2.718 0.05 -0.01 0.11 -1.071
C 3.677 1.064 3.496 -0.01 0.02 -0.05 -0.928
C 3.331 -0.218 2.999 -0.02 -0.04 -0.07 0.896
C 3.508 -1.383 3.787 0.00 0.05 0.00 -0.872
C 3.164 -2.614 3.309 -0.01 -0.04 0.00 -0.634
C 2.637 -2.741 2.006 0.00 -0.01 -0.01 -0.999
C 2.465 -1.636 1.218 0.00 0.03 0.05 -0.427
C 2.793 -0.334 1.688 -0.01 0.00 0.04 0.378
H 3.191 2.617 -1.772 0.00 0.01 0.00 0.425
H 1.722 3.420 -1.158 -0.01 0.00 0.01 0.444
H 1.678 2.559 -2.692 0.00 0.02 0.00 0.419
H 4.370 0.012 -1.330 -0.01 0.00 0.00 0.329
H 5.503 -1.648 -2.744 0.00 0.00 0.01 0.402
H 4.179 -3.162 -4.187 0.00 0.00 0.00 0.375
H 1.716 -2.991 -4.211 -0.01 0.01 0.00 0.406
H 0.574 -1.334 -2.790 0.01 0.01 0.00 0.287
H 2.792 2.957 0.848 0.00 -0.01 0.01 0.414
H 3.791 3.148 3.085 -0.01 -0.01 -0.01 0.443
H 4.107 1.143 4.488 0.00 0.00 0.00 0.395
H 3.925 -1.277 4.781 0.00 0.00 0.00 0.408
H 3.300 -3.496 3.921 0.01 0.01 0.00 0.394
H 2.379 -3.720 1.625 0.00 0.00 -0.01 0.451
H 2.080 -1.753 0.213 0.01 0.01 -0.03 0.600
```
Forces are in eV/Å.

Output
⟨S²⟩: 0.755
Orbital gap (alpha / beta), eV: 7.73 / 7.80
Net charge: 0
2S+1: 2

***

(2)
DFT (ωB97M-V/def2-TZVPD) results for C27H35MgN4O7P as an isolated structure at a distorted geometry.

The geometry in XYZ format:
```
75
Properties=species:S:1:pos:R:3:forces:R:3:mulliken_charge:R:1
O -1.163 1.797 0.024 3.11 0.45 -2.24 -0.641
H -1.936 2.135 -0.460 0.43 -0.50 -0.26 0.277
Mg -0.210 0.092 0.080 -2.48 -4.52 2.20 1.408
N -1.598 -0.994 -1.405 -2.66 0.13 2.04 0.408
N -2.406 -0.434 0.953 -0.97 -2.15 -2.74 0.879
N 2.307 0.032 0.526 0.65 0.75 2.30 0.290
N 0.283 0.727 2.092 1.73 1.31 2.14 0.551
O -0.965 -1.486 -2.383 1.36 -0.49 -2.32 -0.841
O 3.465 -0.469 -0.045 -0.41 0.02 -0.84 -0.640
O -0.716 1.136 2.948 1.01 -0.43 -0.89 -0.679
O -2.893 0.176 1.974 -0.03 1.23 2.22 -0.925
C -3.284 -1.160 0.216 1.95 1.81 2.11 0.213
C -2.835 -1.473 -1.096 2.73 0.82 -1.03 0.102
C 2.594 0.523 1.728 0.21 -1.75 -2.77 0.937
C 1.498 0.841 2.620 -2.68 -0.12 -0.93 -0.007
C -3.640 -2.277 -2.050 0.07 -0.46 -0.10 -1.880
H -3.859 -3.269 -1.631 -0.05 0.04 -0.25 0.348
H -3.088 -2.395 -2.986 -0.04 -0.02 0.14 0.366
H -4.597 -1.780 -2.258 0.10 -0.13 0.06 0.399
C -4.619 -1.524 0.758 -0.37 0.21 -0.17 -1.543
H -5.304 -0.667 0.682 -0.06 -0.20 0.20 0.275
H -4.540 -1.818 1.810 0.00 0.25 -0.12 0.258
H -5.050 -2.361 0.199 0.03 0.16 0.03 0.373
C 4.019 0.547 2.150 0.31 0.31 0.61 -1.233
C 1.761 1.181 4.048 -0.20 0.33 0.14 -2.013
H 4.635 0.958 1.345 -0.07 -0.12 0.16 0.394
H 4.375 -0.468 2.368 -0.11 0.26 -0.17 0.059
H 4.152 1.151 3.048 0.03 -0.08 -0.11 0.422
H 0.831 1.512 4.518 0.27 -0.07 -0.06 0.363
H 2.510 1.978 4.114 -0.17 -0.14 0.11 0.625
H 2.144 0.302 4.589 -0.03 0.19 -0.19 0.205
H 3.197 -1.081 -0.778 0.02 0.50 0.49 0.362
H -1.595 0.834 2.490 -1.06 -0.39 0.03 0.297
C 0.231 1.567 -1.195 -2.51 3.66 -0.19 -0.918
H -0.018 0.772 -1.911 -0.20 -0.24 0.24 0.423
H 1.163 1.514 -0.615 -0.57 -0.01 0.10 0.331
H 0.102 2.546 -1.635 0.42 -0.12 -0.29 0.356
O 3.655 -2.395 -1.903 0.26 0.11 -0.66 -0.598
H 4.529 -2.134 -2.247 -0.48 -0.18 0.16 0.259
H 3.097 -2.516 -2.690 0.12 0.02 0.34 0.303
O 0.181 -1.871 0.383 0.73 -0.65 0.46 0.446
P 0.288 -3.020 1.361 -0.80 1.23 -0.96 2.245
C 1.894 -2.969 2.165 0.35 -0.31 0.57 0.265
C 2.068 -2.843 3.549 0.13 -0.02 -0.13 -0.530
C 3.355 -2.769 4.085 0.08 -0.07 0.02 -0.426
C 4.472 -2.871 3.252 -0.11 0.01 -0.10 -0.683
C 4.298 -3.011 1.872 -0.05 -0.14 0.10 -0.594
C 3.016 -3.060 1.335 0.00 -0.26 0.03 -0.831
C -1.024 -2.900 2.576 -0.23 -0.35 0.48 0.526
C -0.999 -1.822 3.465 0.06 -0.20 0.29 -0.193
C -2.015 -1.652 4.403 0.08 -0.14 -0.03 -0.864
C -3.063 -2.572 4.470 0.22 0.02 -0.22 -0.688
C -3.104 -3.643 3.570 0.09 0.03 0.00 -0.920
C -2.094 -3.808 2.620 0.13 0.13 0.15 -0.631
C 0.152 -4.591 0.508 0.21 -0.63 0.03 0.034
C 0.432 -5.782 1.202 -0.11 0.04 -0.34 -0.495
C 0.322 -7.010 0.549 -0.01 0.17 0.05 -0.689
C -0.057 -7.054 -0.798 0.00 0.29 0.06 -0.428
C -0.319 -5.866 -1.490 0.06 -0.19 0.21 -0.767
C -0.213 -4.634 -0.842 -0.03 0.11 0.03 -0.310
H 1.202 -2.828 4.209 0.24 0.06 -0.16 0.493
H 3.481 -2.649 5.163 -0.01 -0.10 -0.33 0.439
H 5.478 -2.846 3.676 -0.32 0.03 -0.11 0.356
H 5.155 -3.094 1.202 -0.20 0.02 0.26 0.368
H 2.886 -3.223 0.263 0.04 0.16 0.29 0.492
H -0.152 -1.135 3.449 -0.46 -0.20 0.00 0.315
H -1.966 -0.795 5.078 -0.12 -0.27 -0.20 0.403
H -3.851 -2.447 5.216 0.22 -0.05 -0.27 0.361
H -3.924 -4.363 3.612 0.24 0.25 -0.03 0.376
H -2.118 -4.643 1.916 -0.09 0.23 0.23 0.380
H 0.736 -5.738 2.250 -0.08 -0.07 -0.24 0.393
H 0.533 -7.928 1.099 -0.06 0.23 -0.21 0.390
H -0.146 -8.015 -1.306 0.03 0.27 0.14 0.383
H -0.610 -5.894 -2.542 0.08 0.00 0.31 0.447
H -0.410 -3.706 -1.384 -0.01 -0.06 0.12 0.367
```
Forces are in eV/Å.

Output
Orbital gap (alpha / beta), eV: 4.37 / 4.37
Net charge: 0
2S+1: 1

***

Taking the records one at a time from the top gives electronic energy values of -128830.596, -63587.960 eV.